No. 1
{"formula": "C25H36NO2Sc", "method": "ωB97M-V/def2-TZVPD", "multiplicity": 1, "max_force_ev_per_a": 3.82, "e_above_lowest_kj_mol": 426.9, "homo_ha": -0.2173, "orbital_gap_ev": 6.05, "symbols": ["O", "C", "C", "H", "H", "C", "H", "H", "C", "H", "H", "H", "C", "H", "H", "H", "Sc", "C", "C", "C", "H", "C", "C", "H", "H", "H", "H", "C", "C", "C", "H", "C", "C", "H", "H", "H", "H", "O", "C", "C", "H", "H", "C", "H", "H", "C", "H", "H", "H", "H", "C", "C", "C", "C", "C", "C", "N", "H", "H", "H", "H", "H", "H", "H", "H"], "xyz": [[0.155, -0.567, -4.702], [0.610, 0.476, -5.659], [0.508, -0.234, -6.981], [1.587, 0.818, -5.276], [-0.153, 1.272, -5.711], [0.298, -1.342, -5.979], [1.300, -0.348, -7.739], [-0.408, 0.119, -7.453], [1.553, -2.183, -5.998], [2.447, -1.567, -5.819], [1.693, -2.655, -6.981], [1.460, -2.999, -5.281], [-0.953, -2.125, -6.325], [-1.815, -1.434, -6.322], [-1.029, -2.935, -5.585], [-0.833, -2.592, -7.324], [-0.123, -0.456, -1.615], [-1.887, -0.936, 0.197], [-1.654, 0.478, 0.207], [-2.063, 1.009, -1.032], [-1.386, 1.120, 1.037], [-2.374, -0.089, -1.905], [-2.312, -1.291, -1.120], [-2.609, -2.276, -1.460], [-1.782, -1.595, 1.061], [-2.280, 2.067, -1.211], [-2.688, 0.013, -2.940], [1.193, -1.985, 0.026], [0.259, -2.781, -0.666], [0.520, -2.677, -2.065], [-0.513, -3.381, -0.208], [1.663, -1.836, -2.244], [2.060, -1.395, -0.945], [2.936, -0.794, -0.738], [1.264, -1.866, 1.109], [0.027, -3.209, -2.870], [2.172, -1.638, -3.186], [1.964, 3.903, -4.441], [1.258, 3.078, -3.480], [-0.234, 3.088, -3.788], [1.422, 3.616, -2.525], [1.771, 2.077, -3.420], [-0.321, 4.628, -4.137], [-0.848, 2.701, -2.955], [-0.406, 2.550, -4.733], [0.957, 4.908, -4.962], [-0.171, 5.147, -3.204], [-1.301, 4.956, -4.522], [1.365, 5.971, -4.813], [0.755, 4.734, -6.087], [-0.045, -0.483, 3.021], [0.804, 0.441, 2.248], [1.495, 1.530, 2.858], [2.046, 2.289, 1.808], [1.740, 1.599, 0.619], [2.115, 2.050, -0.720], [0.962, 0.515, 0.886], [0.287, -0.366, 4.066], [0.039, -1.535, 2.715], [-1.104, -0.176, 2.943], [1.510, 1.727, 3.924], [2.640, 3.192, 1.790], [2.247, 1.241, -1.455], [3.058, 2.604, -0.704], [1.347, 2.765, -1.045]], "mulliken_charge": [-0.205, -0.039, -0.954, 0.381, -0.033, 1.662, 0.314, 0.339, -1.853, 0.424, 0.443, 0.346, -1.619, 0.353, 0.341, 0.374, 0.349, -0.092, -0.351, -0.685, 0.480, -0.932, -0.725, 0.535, 0.523, 0.639, 0.699, -0.230, -0.881, -0.526, 0.603, -0.338, -0.972, 0.626, 0.708, 0.562, 0.574, -0.512, -0.077, 0.714, 0.312, 0.059, -0.733, -0.302, -0.319, -0.486, 0.342, 0.394, 0.296, 0.255, -1.120, 0.450, -0.931, -1.294, 0.317, -0.881, 0.465, 0.392, 0.234, 0.117, 0.423, 0.476, 0.064, 0.483, 0.022]}

***

No. 2
{"formula": "C25H37As3N4O7STi", "method": "ωB97M-V/def2-TZVPD", "multiplicity": 1, "max_force_ev_per_a": 1.10, "e_above_lowest_kj_mol": 0.0, "homo_ha": -0.4872, "orbital_gap_ev": 5.90, "total_charge": 2, "symbols": ["Ti", "O", "C", "O", "C", "C", "C", "C", "C", "C", "O", "N", "O", "O", "N", "O", "O", "H", "H", "C", "As", "C", "C", "C", "C", "C", "As", "C", "C", "C", "As", "C", "C", "H", "H", "H", "H", "H", "H", "H", "H", "H", "H", "H", "H", "H", "H", "H", "H", "H", "H", "H", "H", "H", "H", "H", "H", "H", "H", "H", "N", "C", "S", "N", "C", "C", "C", "C", "C", "C", "H", "H", "H", "H", "H", "H", "H", "H"], "xyz": [[-0.731, 0.730, -0.102], [-3.389, 1.905, 2.166], [-2.241, 1.984, 1.844], [-1.507, 0.866, 1.574], [-1.476, 3.265, 1.726], [-1.717, 4.297, 2.620], [-0.970, 5.449, 2.518], [0.003, 5.620, 1.556], [0.230, 4.589, 0.668], [-0.520, 3.427, 0.721], [-0.368, 2.450, -0.218], [1.290, 4.738, -0.336], [1.896, 3.724, -0.638], [1.532, 5.852, -0.719], [-1.216, 6.547, 3.485], [-0.515, 7.523, 3.383], [-1.992, 6.310, 4.380], [-2.472, 4.207, 3.390], [0.572, 6.538, 1.497], [1.705, 0.933, -2.931], [0.584, -0.439, -2.132], [-0.484, -1.019, -3.638], [1.610, -2.069, -1.808], [2.762, -2.074, -0.793], [3.396, -3.471, -0.837], [2.228, -1.910, 0.643], [1.391, -0.236, 1.184], [0.887, -0.633, 3.010], [2.754, 1.126, 1.401], [3.804, -0.984, -1.079], [4.961, -0.839, -2.714], [6.366, -2.103, -2.209], [4.117, -1.965, -4.093], [2.212, 1.527, -2.175], [1.054, 1.588, -3.506], [2.436, 0.480, -3.596], [0.181, -1.273, -4.460], [-1.161, -0.227, -3.945], [-1.054, -1.902, -3.356], [1.979, -2.363, -2.788], [0.861, -2.809, -1.520], [2.671, -4.242, -0.564], [4.235, -3.532, -0.140], [3.770, -3.699, -1.834], [3.045, -2.050, 1.352], [1.486, -2.682, 0.861], [1.767, -0.934, 3.572], [0.154, -1.435, 3.026], [0.452, 0.257, 3.458], [3.681, 0.652, 1.715], [2.417, 1.809, 2.178], [2.909, 1.685, 0.482], [4.550, -1.002, -0.277], [3.328, -0.004, -1.007], [6.876, -1.734, -1.320], [7.090, -2.131, -3.023], [5.998, -3.111, -2.030], [3.208, -1.512, -4.489], [3.918, -2.991, -3.786], [4.837, -1.995, -4.912], [-4.213, -1.618, -1.303], [-3.818, -0.585, -0.575], [-2.801, 0.625, -1.351], [-4.220, -0.431, 0.661], [-5.135, -1.325, 1.331], [-6.443, -1.435, 0.880], [-7.313, -2.285, 1.546], [-6.878, -3.000, 2.655], [-5.572, -2.865, 3.105], [-4.689, -2.026, 2.441], [-3.963, -1.664, -2.276], [-4.888, -2.277, -0.936], [-3.858, 0.359, 1.197], [-6.786, -0.841, 0.040], [-8.337, -2.375, 1.209], [-7.564, -3.653, 3.177], [-5.240, -3.411, 3.978], [-3.670, -1.906, 2.786]], "mulliken_charge": [-0.188, -0.688, 0.086, -0.101, 0.668, -0.655, -0.510, -0.517, -0.047, 1.012, -0.240, 0.845, -0.512, -0.533, 1.026, -0.575, -0.576, 0.648, 0.650, -1.135, 0.718, -1.222, -1.522, 2.403, -2.027, -1.707, 0.765, -1.192, -1.313, -1.053, 0.398, -1.146, -1.073, 0.257, 0.512, 0.315, 0.436, 0.449, 0.367, 0.490, 0.627, 0.471, 0.471, 0.320, 0.605, 0.488, 0.478, 0.384, 0.352, 0.484, 0.488, 0.295, 0.689, -0.604, 0.342, 0.422, 0.333, 0.250, 0.314, 0.466, -0.325, 0.864, -0.453, 0.338, -0.249, -0.016, -0.553, -0.545, -0.617, -0.490, 0.239, 0.270, 0.139, 0.517, 0.416, 0.416, 0.399, 0.459]}